Record 1
ORCA calculation (ωB97M-V/def2-TZVPD) on C3H7NO2 as an isolated structure in a non-equilibrium geometry.

XYZ file:
```
13
Properties=species:S:1:pos:R:3:lowdin_charge:R:1
C -1.44 0.00 -0.20 -0.552
C -0.34 -0.65 0.66 -0.104
C 0.87 0.21 0.35 -0.286
N 1.67 -0.25 -0.72 0.015
O -1.27 1.38 -0.08 0.025
O -2.65 0.35 0.26 0.099
H -1.41 -0.35 -1.25 0.149
H 1.16 -0.47 -1.56 0.078
H 2.48 0.32 -0.92 0.079
H -0.63 -0.54 1.71 0.121
H -0.19 -1.70 0.42 0.116
H 1.48 0.44 1.23 0.122
H 0.28 1.25 0.11 0.136
```

relative energy (zero: lowest compared OMol25 entry of this formula, charge and spin) = 137.89 kcal per mole
multiplicity = 1
largest force on an atom = 2.66 eV/A
HOMO level (spin up / spin down) = -9.14 / -9.15 eV
lowest unoccupied orbital energy (spin up / spin down) = -1.3 / -1.5 eV
E_tot = -8804.549 eV
HOMO-LUMO gap (spin up / spin down) = 7.82 / 7.66 eV
net charge = 0

***

Record 2
ORCA calculation (ωB97M-V/def2-TZVPD) on C3H7NO2 in the gas phase in a non-equilibrium geometry.

XYZ file:
```
13
Properties=species:S:1:pos:R:3:lowdin_charge:R:1
C 0.99 0.70 -0.42 -0.321
C 0.62 -0.14 0.84 -0.192
C -1.43 -1.40 -0.06 -0.251
H 0.16 2.31 -1.50 0.234
H 2.09 0.87 -0.26 0.112
H 0.85 0.05 -1.37 0.135
H 0.95 0.42 1.77 0.123
H 1.08 -1.20 0.88 0.139
H -1.39 0.53 0.46 0.112
H -2.47 -1.28 -0.46 0.124
N -0.88 -0.31 0.84 -0.019
O 0.27 1.91 -0.40 -0.163
O -0.83 -2.47 -0.32 -0.034
```

relative energy (zero: lowest compared OMol25 entry of this formula, charge and spin) = 63.27 kcal per mole
multiplicity = 1
largest force on an atom = 5.62 eV/A
HOMO level = -9.72 eV
structure (SMILES) = O=CNCCO
lowest unoccupied orbital energy = 0.3 eV
E_tot = -8807.785 eV
HOMO-LUMO gap = 10.07 eV
net charge = 0

***

Record 3
ORCA calculation (ωB97M-V/def2-TZVPD) on C3H7NO2 in the gas phase in a non-equilibrium geometry.

XYZ file:
```
13
Properties=species:S:1:pos:R:3:lowdin_charge:R:1
C 0.05 -0.70 0.10 -0.345
C 1.04 -0.23 -0.97 -0.044
C -1.36 -0.65 -0.39 -0.248
N 0.03 1.46 1.15 0.036
O 0.20 0.04 1.35 -0.186
O -2.31 -0.06 0.04 0.095
H 0.58 1.88 1.90 0.086
H -0.95 1.66 1.32 0.079
H 0.27 -1.73 0.43 0.155
H -1.35 -1.35 -1.29 0.139
H 2.05 -0.39 -0.62 0.083
H 0.89 0.84 -1.12 0.075
H 0.88 -0.77 -1.90 0.076
```

relative energy (zero: lowest compared OMol25 entry of this formula, charge and spin) = 76.30 kcal per mole
multiplicity = 1
largest force on an atom = 2.67 eV/A
HOMO level = -9.43 eV
structure (SMILES) = C[C@H](C=O)ON
lowest unoccupied orbital energy = 0.9 eV
E_tot = -8807.220 eV
HOMO-LUMO gap = 10.34 eV
net charge = 0

***

Record 4
ORCA calculation (ωB97M-V/def2-TZVPD) on C3H7NO2 in the gas phase.

XYZ file:
```
13
Properties=species:S:1:pos:R:3:lowdin_charge:R:1
C -0.92 0.44 1.81 -0.076
N -0.45 0.55 0.44 0.014
C -0.20 -0.60 -0.24 -0.482
O -0.68 -1.66 0.13 0.039
C 0.81 -0.66 -1.39 -0.170
O 1.67 0.45 -1.56 -0.053
H -2.01 0.53 1.93 0.084
H -0.63 -0.56 2.16 0.084
H -0.42 1.18 2.44 0.083
H -0.24 1.46 0.07 0.132
H 0.28 -0.93 -2.32 0.129
H 1.42 -1.53 -1.14 0.130
H 1.33 1.01 -2.26 0.088
```

relative energy (zero: lowest compared OMol25 entry of this formula, charge and spin) = 25.08 kcal per mole
multiplicity = 1
largest force on an atom = 0.50 eV/A
HOMO level = -9.65 eV
structure (SMILES) = CNC(=O)CO
lowest unoccupied orbital energy = 0.6 eV
E_tot = -8809.441 eV
HOMO-LUMO gap = 10.26 eV
net charge = 0

***

Record 5
ORCA calculation (ωB97M-V/def2-TZVPD) on C3H7NO2 in the gas phase.

XYZ file:
```
13
Properties=species:S:1:pos:R:3:lowdin_charge:R:1
C 1.75 0.86 -0.21 -0.106
O 0.63 0.47 0.55 -0.205
C 0.14 -0.82 0.24 -0.140
C -1.37 -0.83 0.02 -0.527
O -1.95 -1.87 -0.20 0.043
N -1.95 0.39 0.08 0.174
H 1.51 0.88 -1.29 0.094
H 2.60 0.18 -0.06 0.092
H 2.03 1.86 0.12 0.090
H 0.37 -1.52 1.05 0.138
H 0.60 -1.21 -0.68 0.133
H -2.96 0.44 0.02 0.115
H -1.41 1.18 0.37 0.099
```

relative energy (zero: lowest compared OMol25 entry of this formula, charge and spin) = 22.75 kcal per mole
multiplicity = 1
largest force on an atom = 0.35 eV/A
HOMO level = -9.65 eV
structure (SMILES) = COCC(N)=O
lowest unoccupied orbital energy = 0.9 eV
E_tot = -8809.542 eV
HOMO-LUMO gap = 10.50 eV
net charge = 0

***

Record 6
ORCA calculation (ωB97M-V/def2-TZVPD) on C3H7NO2 in the gas phase in a non-equilibrium geometry.

XYZ file:
```
13
Properties=species:S:1:pos:R:3:lowdin_charge:R:1
O -1.45 0.65 -1.71 0.044
C -0.56 1.18 -1.10 -0.244
C -0.54 0.93 0.41 -0.184
N 0.76 0.41 0.61 -0.066
C 1.08 -0.88 0.28 -0.307
O 0.53 -1.82 1.25 -0.116
H 0.34 1.59 -1.57 0.121
H -0.78 1.76 0.95 0.092
H -1.41 0.26 0.44 0.130
H 1.01 0.58 1.61 0.153
H 2.13 -1.11 0.31 0.110
H 0.60 -1.31 -0.71 0.164
H 0.31 -2.71 0.83 0.104
```

relative energy (zero: lowest compared OMol25 entry of this formula, charge and spin) = 63.36 kcal per mole
multiplicity = 1
largest force on an atom = 5.04 eV/A
HOMO level = -9.57 eV
structure (SMILES) = O=CCNCO
lowest unoccupied orbital energy = 0.9 eV
E_tot = -8807.781 eV
HOMO-LUMO gap = 10.49 eV
net charge = 0

***

Record 7
ORCA calculation (ωB97M-V/def2-TZVPD) on C3H7NO2 in the gas phase in a non-equilibrium geometry.

XYZ file:
```
13
Properties=species:S:1:pos:R:3:lowdin_charge:R:1
C 0.99 -0.08 -0.05 -0.244
N -0.42 -0.05 -0.60 0.023
C -1.39 -0.93 -0.21 -0.670
O -2.35 -0.72 -1.11 0.058
O -1.38 -1.73 0.70 0.084
C 1.35 1.08 0.79 -0.096
H 1.59 -0.29 -0.94 0.113
H 1.03 -1.07 0.40 0.111
H -0.62 0.66 -1.48 0.224
H -3.29 -0.90 -0.76 0.172
H 1.99 0.79 1.58 0.045
H 2.05 1.68 0.29 0.049
H 0.45 1.55 1.37 0.129
```

relative energy (zero: lowest compared OMol25 entry of this formula, charge and spin) = 32.18 kcal per mole
multiplicity = 1
largest force on an atom = 4.57 eV/A
HOMO level = -9.70 eV
structure (SMILES) = CCNC(=O)O
lowest unoccupied orbital energy = 0.7 eV
E_tot = -8809.133 eV
HOMO-LUMO gap = 10.43 eV
net charge = 0

***

Record 8
ORCA calculation (ωB97M-V/def2-TZVPD) on C3H7NO2 in the gas phase.

XYZ file:
```
13
Properties=species:S:1:pos:R:3:lowdin_charge:R:1
C -1.62 0.28 -0.14 -0.039
C -0.34 -0.19 0.54 -0.353
O -0.06 -1.58 0.52 -0.039
C 0.81 0.65 -0.03 -0.505
O 0.68 1.85 -0.24 0.052
N 1.94 -0.04 -0.35 0.166
H -1.76 1.33 0.14 0.083
H -2.49 -0.29 0.18 0.082
H -1.56 0.27 -1.23 0.089
H -0.43 0.03 1.61 0.154
H 0.00 -1.89 -0.39 0.099
H 2.13 -0.92 0.09 0.099
H 2.72 0.51 -0.70 0.112
```

relative energy (zero: lowest compared OMol25 entry of this formula, charge and spin) = 11.31 kcal per mole
multiplicity = 1
largest force on an atom = 0.40 eV/A
HOMO level = -9.68 eV
structure (SMILES) = C[C@@H](O)C(N)=O
lowest unoccupied orbital energy = 0.8 eV
E_tot = -8810.039 eV
HOMO-LUMO gap = 10.44 eV
net charge = 0

***

Record 9
ORCA calculation (ωB97M-V/def2-TZVPD) on C3H7NO2 in the gas phase.

XYZ file:
```
13
Properties=species:S:1:pos:R:3:lowdin_charge:R:1
O 1.02 1.10 1.10 -0.085
C -0.10 1.44 0.34 -0.265
C -0.31 0.60 -0.92 -0.149
O -0.99 -0.65 -0.68 -0.054
C -0.36 -1.63 -0.05 -0.287
N 0.82 -1.54 0.41 0.110
H 1.17 0.15 0.94 0.022
H -1.04 1.39 0.92 0.123
H 0.02 2.48 0.02 0.120
H -0.98 1.12 -1.60 0.125
H 0.64 0.41 -1.42 0.132
H -1.01 -2.50 0.04 0.138
H 1.11 -2.38 0.90 0.070
```

relative energy (zero: lowest compared OMol25 entry of this formula, charge and spin) = 36.70 kcal per mole
multiplicity = 1
largest force on an atom = 0.53 eV/A
HOMO level = -9.89 eV
structure (SMILES) = [H]/N=C/OCCO
lowest unoccupied orbital energy = 0.9 eV
E_tot = -8808.937 eV
HOMO-LUMO gap = 10.76 eV
net charge = 0

***

Record 10
ORCA calculation (ωB97M-V/def2-TZVPD) on C3H7NO2 as an isolated structure.

XYZ file:
```
13
Properties=species:S:1:pos:R:3:lowdin_charge:R:1
C 1.71 -0.66 0.55 -0.059
C 0.25 -0.32 0.44 -0.395
N -0.41 0.04 1.56 -0.021
O -1.54 0.59 1.35 -0.166
C -0.48 -0.33 -0.76 0.055
O -1.07 1.43 -0.99 -0.022
H 1.92 -0.97 1.58 0.077
H 2.00 -1.48 -0.11 0.071
H 2.36 0.19 0.33 0.076
H -1.41 1.32 -0.01 0.058
H -1.50 -0.70 -0.70 0.107
H 0.03 -0.52 -1.70 0.113
H -1.87 1.40 -1.54 0.104
```

relative energy (zero: lowest compared OMol25 entry of this formula, charge and spin) = 113.00 kcal per mole
multiplicity = 1
largest force on an atom = 0.30 eV/A
HOMO level (spin up / spin down) = -8.51 / -8.51 eV
lowest unoccupied orbital energy (spin up / spin down) = -0.1 / -0.1 eV
E_tot = -8805.629 eV
HOMO-LUMO gap (spin up / spin down) = 8.36 / 8.37 eV
net charge = 0

***

Record 11
ORCA calculation (ωB97M-V/def2-TZVPD) on C3H7NO2 in the gas phase in a non-equilibrium geometry.

XYZ file:
```
13
Properties=species:S:1:pos:R:3:lowdin_charge:R:1
C 0.32 0.81 -0.06 -0.436
C -0.43 -1.72 -0.29 -0.018
C 0.57 -0.69 0.20 -0.366
N -1.08 1.12 -0.23 0.067
O 0.81 1.66 0.94 -0.014
O 1.72 -1.00 0.53 0.059
H 1.78 1.66 0.87 0.102
H 0.97 0.90 -0.99 0.174
H -1.50 1.07 0.70 0.091
H -1.13 2.11 -0.46 0.083
H -0.08 -2.72 -0.04 0.085
H -1.39 -1.55 0.20 0.079
H -0.55 -1.64 -1.37 0.093
```

relative energy (zero: lowest compared OMol25 entry of this formula, charge and spin) = 32.41 kcal per mole
multiplicity = 1
largest force on an atom = 2.37 eV/A
HOMO level = -9.68 eV
structure (SMILES) = CC(=O)[C@@H](N)O
lowest unoccupied orbital energy = 0.6 eV
E_tot = -8809.123 eV
HOMO-LUMO gap = 10.27 eV
net charge = 0

***

Record 12
ORCA calculation (ωB97M-V/def2-TZVPD) on C3H7NO2 in the gas phase in a non-equilibrium geometry.

XYZ file:
```
13
Properties=species:S:1:pos:R:3:lowdin_charge:R:1
C -1.50 0.24 0.28 -0.097
C -0.92 -0.37 -0.97 -0.230
O 0.50 -0.08 -0.94 -0.013
C 1.10 -0.28 0.24 -0.671
O 0.81 -1.17 1.02 0.035
N 2.12 0.58 0.46 0.201
H -1.64 1.35 0.08 0.094
H -0.78 -0.42 1.16 0.170
H -2.49 -0.15 0.48 0.053
H -1.13 -1.44 -0.94 0.116
H -1.16 0.03 -1.96 0.121
H 2.68 0.42 1.28 0.114
H 2.39 1.29 -0.18 0.108
```

relative energy (zero: lowest compared OMol25 entry of this formula, charge and spin) = 37.26 kcal per mole
multiplicity = 1
largest force on an atom = 4.45 eV/A
HOMO level = -9.96 eV
structure (SMILES) = CCOC(N)=O
lowest unoccupied orbital energy = 0.9 eV
E_tot = -8808.913 eV
HOMO-LUMO gap = 10.91 eV
net charge = 0

***

What did the ninth record say?
ORCA calculation (ωB97M-V/def2-TZVPD) on C3H7NO2 in the gas phase.

XYZ file:
```
13
Properties=species:S:1:pos:R:3:lowdin_charge:R:1
O 1.02 1.10 1.10 -0.085
C -0.10 1.44 0.34 -0.265
C -0.31 0.60 -0.92 -0.149
O -0.99 -0.65 -0.68 -0.054
C -0.36 -1.63 -0.05 -0.287
N 0.82 -1.54 0.41 0.110
H 1.17 0.15 0.94 0.022
H -1.04 1.39 0.92 0.123
H 0.02 2.48 0.02 0.120
H -0.98 1.12 -1.60 0.125
H 0.64 0.41 -1.42 0.132
H -1.01 -2.50 0.04 0.138
H 1.11 -2.38 0.90 0.070
```

relative energy (zero: lowest compared OMol25 entry of this formula, charge and spin) = 36.70 kcal per mole
multiplicity = 1
largest force on an atom = 0.53 eV/A
HOMO level = -9.89 eV
structure (SMILES) = [H]/N=C/OCCO
lowest unoccupied orbital energy = 0.9 eV
E_tot = -8808.937 eV
HOMO-LUMO gap = 10.76 eV
net charge = 0